(1)
Density functional theory data (ωB97M-V/def2-TZVPD) for a molecular structure, C55H62N2O4S4SiTi at a distorted geometry.

Positions of all 129 atoms, in Å:
1 Si 2.56 -0.90 -1.09
2 H -1.25 -2.47 -5.76
3 C -5.51 -1.35 1.21
4 O 1.33 1.28 0.33
5 H -5.69 -3.40 1.90
6 C -5.65 -0.73 2.61
7 C -2.29 0.30 0.15
8 H -2.21 0.64 2.88
9 C 5.35 2.25 -1.19
10 H -1.35 -3.60 -1.25
11 C 4.19 1.49 -1.21
12 H -6.46 1.91 -2.38
13 C 2.68 2.14 -4.20
14 C 3.54 4.42 -5.34
15 H -4.69 -0.69 3.11
16 H 5.11 -1.51 -2.65
17 H -2.95 3.21 -2.46
18 H 2.68 -4.65 3.39
19 H -3.01 2.02 4.52
20 H 1.39 1.79 4.86
21 C -1.24 1.09 5.37
22 H -4.57 3.54 -1.83
23 S 2.55 0.47 -3.96
24 H -6.02 1.98 -4.09
25 C 2.17 -3.10 -2.92
26 H 2.79 2.78 0.67
27 H 4.59 2.95 3.85
28 H -3.77 1.51 -4.88
29 C -5.83 1.47 -3.15
30 C 0.86 1.55 3.96
31 C 0.88 1.28 1.57
32 C 5.40 -0.41 -0.47
33 H -6.34 -1.32 3.22
34 H -2.97 2.03 6.29
35 H -1.08 -1.08 5.36
36 C -1.35 -2.51 -1.11
37 H -6.03 0.28 2.53
38 C 3.09 -2.18 -2.44
39 H 2.98 3.45 4.36
40 H -2.35 -0.46 6.43
41 C -0.36 1.31 6.60
42 H -0.55 -1.31 0.20
43 O 4.07 5.25 -6.05
44 C 3.57 2.61 4.01
45 H 4.26 3.33 1.47
46 O -0.44 -2.26 -0.08
47 C 2.62 -2.13 0.43
48 C -4.53 -0.51 0.41
49 C -1.85 -0.32 5.47
50 H 0.07 2.30 6.60
51 H 4.07 -4.81 -5.14
52 H -1.73 -3.51 -3.54
53 H -2.46 1.17 -3.74
54 C 4.38 -2.22 -2.98
55 C -0.47 0.83 1.67
56 C 3.02 2.05 2.69
57 H -5.88 0.12 -1.11
58 Ti 0.18 0.77 -1.12
59 H 7.49 -0.11 -0.09
60 H -6.86 -1.83 -0.42
61 H 3.49 0.40 1.39
62 H -6.10 0.42 -3.27
63 H 4.89 1.05 2.24
64 C -4.98 -2.79 1.34
65 C 1.88 -1.90 1.59
66 C -4.86 0.17 -0.76
67 H -2.59 -0.48 4.69
68 H -4.26 3.63 -3.57
69 C -1.30 -2.52 -3.60
70 C -6.91 -1.41 0.58
71 C 2.51 -4.04 -3.88
72 C -1.02 -1.85 -2.43
73 H -7.35 -0.42 0.53
74 H 1.76 -4.73 -4.24
75 H 1.28 -1.01 1.68
76 H 0.44 0.57 6.65
77 C -2.61 0.98 -1.06
78 C -4.01 3.10 -2.66
79 C -2.37 2.13 5.39
80 H -0.97 1.21 7.50
81 C 3.80 -4.08 -4.38
82 C 6.54 1.67 -0.80
83 H -4.03 -2.81 1.86
84 H 2.69 4.04 1.90
85 H 3.71 0.04 3.10
86 H 3.92 -3.52 -0.53
87 C 1.55 1.64 2.75
88 H -2.37 -2.22 -0.81
89 H -3.69 -0.05 -4.04
90 C -3.94 0.90 -1.51
91 C -1.15 0.86 2.88
92 S 0.94 3.03 -2.20
93 C 1.90 -2.79 2.65
94 C 3.20 3.12 1.61
95 H -0.06 1.06 -3.63
96 H -7.56 -2.04 1.19
97 C 2.04 3.14 -3.52
98 H -0.39 -0.09 -5.76
99 C 6.56 0.34 -0.42
100 H 1.16 -3.08 -2.53
101 C 2.66 -3.95 2.57
102 C -3.22 -0.43 0.85
103 C 4.73 -3.17 -3.92
104 H 5.75 -3.20 -4.29
105 C 3.39 -4.20 1.42
106 O -1.62 1.62 -1.63
107 H 1.31 -2.59 3.53
108 C -0.48 1.19 4.05
109 H 7.45 2.27 -0.77
110 C -3.52 1.02 -3.94
111 H 5.42 -1.45 -0.16
112 H 3.98 -5.10 1.34
113 S 2.44 4.80 -4.02
114 H 3.60 1.84 4.79
115 N -0.94 0.42 0.45
116 C -0.58 -0.62 -4.83
117 N -0.50 -0.58 -2.41
118 C 3.83 0.80 2.33
119 H -2.90 -0.98 1.73
120 C 4.19 0.15 -0.87
121 C -4.34 1.61 -2.79
122 H -1.94 3.13 5.36
123 C -0.34 0.01 -3.64
124 H 3.26 1.96 -1.49
125 H 5.30 3.29 -1.47
126 C 3.36 -3.30 0.37
127 S 3.79 2.69 -5.49
128 H -4.84 -3.22 0.36
129 C -1.06 -1.93 -4.84

Summary:
2S+1   1
Orbital gap   4.86 eV
HOMO level   -1.2 eV
Charge   -2

***

(2)
Density functional theory data (ωB97M-V/def2-TZVPD) for a molecular structure, C55H64BCl5HfN3OP2SSi at a distorted geometry.

Positions of all 134 atoms, in Å:
1 H -3.27 -4.69 -3.63
2 H -0.17 5.59 4.73
3 C -2.17 0.29 1.98
4 B 0.35 0.95 1.50
5 H 5.05 3.13 2.08
6 C 5.76 0.77 -0.38
7 H -2.41 2.66 -3.72
8 C -0.44 0.18 -6.78
9 H -5.07 4.80 -1.14
10 C -3.44 -0.72 4.78
11 H 1.80 -0.69 2.92
12 O -0.92 -0.25 -1.34
13 C 3.48 -4.83 -2.56
14 C 3.88 -0.22 2.44
15 H -0.03 -1.15 4.77
16 N 1.14 2.03 2.04
17 H 3.26 -2.06 1.41
18 H -2.35 -1.62 -0.17
19 P 3.39 0.90 1.01
20 C -0.97 2.33 2.82
21 H -1.10 -0.78 6.12
22 H 5.24 -0.41 4.07
23 H 3.32 -5.78 -3.06
24 H 2.49 0.60 3.92
25 H 2.70 3.20 1.29
26 Cl -0.25 2.89 -0.80
27 Cl 1.71 4.60 -5.52
28 H -3.01 2.60 3.48
29 C -4.66 -1.39 -2.16
30 C -2.15 -1.43 4.36
31 P -1.82 -1.47 2.52
32 H -5.64 -4.56 -2.89
33 C 0.33 2.85 2.83
34 C -1.79 0.44 -6.54
35 H -0.95 0.36 4.79
36 Hf 0.85 0.12 -0.50
37 C -4.51 3.90 -1.37
38 C -0.98 -0.70 5.03
39 H -3.95 -1.00 0.22
40 H 0.56 -0.42 -3.61
41 C -3.73 3.84 -2.52
42 H 4.42 -2.30 2.73
43 N -0.99 1.17 2.04
44 C 0.41 -0.13 -5.72
45 H 6.39 1.99 1.90
46 H -3.93 0.79 -0.16
47 H -5.07 -1.52 2.29
48 H -3.37 0.36 4.63
49 N 1.38 -2.13 -1.23
50 C -3.19 -2.45 1.67
51 C -3.07 1.56 -1.99
52 H -5.19 2.84 0.37
53 C 2.71 -0.34 3.41
54 C 5.68 2.60 1.35
55 C -1.44 0.14 -4.15
56 H -2.44 -4.35 2.54
57 H -6.53 -2.43 -2.00
58 H 6.63 1.28 -0.81
59 C -4.58 -2.50 2.31
60 C -3.02 2.69 -2.83
61 H -3.78 -2.64 -0.41
62 H 1.65 4.43 3.50
63 H -5.20 -3.18 1.73
64 H -3.60 -0.87 5.86
65 C 2.49 2.33 -4.28
66 H 4.03 3.73 -0.29
67 C 2.44 1.42 -3.23
68 C 2.60 -2.80 -1.53
69 H -2.50 0.22 0.95
70 C 3.89 -2.36 -1.27
71 H -3.37 -4.52 1.04
72 H -0.67 -2.51 -1.50
73 H -2.98 0.74 2.55
74 S 0.71 -4.31 -2.37
75 C 4.33 2.78 -0.73
76 C -0.38 4.66 4.20
77 C -3.32 -1.89 0.25
78 C 4.76 -4.38 -2.29
79 C -5.49 -2.50 -2.29
80 C 0.83 3.66 -3.16
81 C 5.11 0.25 3.21
82 C 0.36 -2.84 -1.63
83 H -2.05 -2.87 5.97
84 H 5.61 -4.98 -2.59
85 C -1.68 4.15 4.19
86 H -2.45 0.65 -7.37
87 C -2.28 0.41 -5.24
88 C 2.41 -4.02 -2.17
89 H 6.14 0.01 0.32
90 H 2.98 -1.08 4.17
91 H -4.57 -2.86 3.34
92 H 1.46 -0.34 -5.91
93 H -4.33 -1.08 4.27
94 H -3.34 0.62 -5.07
95 H 5.12 3.00 -1.46
96 Cl -0.19 5.04 -3.06
97 H 5.01 1.27 3.59
98 C -3.66 -3.77 -3.20
99 H -1.83 -2.70 -3.48
100 C -1.99 2.98 3.50
101 H 5.97 -2.81 -1.45
102 Cl 3.54 2.08 -5.61
103 C -3.31 -1.44 -2.53
104 H -1.27 -3.42 4.48
105 H -3.03 -3.43 4.61
106 C 1.60 1.57 -2.14
107 H -0.05 0.20 -7.79
108 H 4.97 -1.66 1.18
109 C -2.13 -2.88 4.87
110 H -5.08 -0.46 -1.77
111 H -3.67 4.70 -3.18
112 C -4.58 2.80 -0.52
113 C 4.87 1.80 0.33
114 C -2.64 -3.89 1.56
115 C -4.99 -3.70 -2.79
116 H -2.46 4.67 4.73
117 C 4.15 -1.64 1.89
118 C 1.67 3.46 -4.24
119 C -3.87 1.64 -0.83
120 C 0.82 2.70 -2.16
121 H -1.70 -3.91 0.99
122 Cl 3.44 0.00 -3.32
123 H 3.48 2.38 -1.29
124 C -2.84 -2.65 -3.08
125 C 2.55 2.29 1.87
126 H 4.05 -1.41 -0.79
127 Si -2.15 0.02 -2.44
128 C -0.10 -0.15 -4.42
129 C 0.64 4.02 3.51
130 H 3.03 2.45 2.84
131 H 6.25 3.36 0.81
132 C 4.96 -3.15 -1.64
133 H 5.23 0.26 -1.19
134 H 6.03 0.19 2.62

Summary:
2S+1   1
Orbital gap   7.00 eV
HOMO level   -10.0 eV
Charge   +1

***

(3)
Density functional theory data (ωB97M-V/def2-TZVPD) for a molecular structure, C55H66N5O2P3TeV at a distorted geometry.

Positions of all 133 atoms, in Å:
1 H -6.26 -2.23 5.76
2 H 1.99 -3.56 5.85
3 C 2.25 -5.73 -0.81
4 H -2.25 2.37 0.96
5 O 0.69 -1.25 -2.53
6 C 5.47 0.10 1.22
7 H -3.03 4.14 -4.81
8 H 2.65 0.13 -1.40
9 H -4.30 5.50 0.60
10 C 4.76 0.27 -1.06
11 C -6.29 -2.57 2.39
12 C -4.97 -2.26 2.11
13 C -4.46 -2.29 0.69
14 O -1.44 -1.16 -1.98
15 N -0.87 2.44 -2.85
16 H 3.00 2.13 2.18
17 C 4.15 -0.05 1.62
18 C 1.98 2.22 2.52
19 C 1.88 -2.93 4.98
20 H 0.09 4.20 4.53
21 V 0.06 -0.47 -0.82
22 C -0.72 -5.10 -0.23
23 H 1.57 -6.33 -0.20
24 H 2.76 2.93 -0.48
25 H 2.49 -2.71 -2.30
26 C 1.92 3.50 -2.90
27 Te -2.43 -1.48 0.70
28 H 3.91 -0.18 2.67
29 H 0.34 2.24 -5.30
30 H -1.64 2.59 3.81
31 N 1.17 3.66 -1.65
32 H 1.03 -1.27 6.06
33 H -2.09 -7.94 -1.47
34 C 2.70 4.79 -3.17
35 H -2.48 1.82 -0.70
36 H 4.20 5.99 -2.18
37 H 5.34 -5.90 -2.17
38 H 3.22 4.71 -4.12
39 H -1.37 3.38 -6.33
40 C -3.42 4.85 0.66
41 H -2.00 6.49 0.76
42 C 1.01 1.31 2.11
43 H -3.84 3.83 -1.19
44 H -1.90 4.23 -2.64
45 H -1.99 -2.28 3.29
46 C 5.78 0.26 -0.12
47 H -0.73 4.46 1.27
48 N 2.70 -3.06 1.42
49 C 2.20 -2.57 2.61
50 H -0.10 5.18 -0.22
51 N -1.22 3.47 -0.53
52 C -4.11 -1.92 3.15
53 C -2.23 -6.10 1.37
54 H -0.68 4.28 -3.90
55 C 2.93 5.07 -0.69
56 P 0.31 -3.65 -0.68
57 N 0.39 1.29 -0.57
58 H -0.51 -6.15 -2.09
59 C 4.37 -5.50 -1.91
60 H 3.77 -7.24 -0.81
61 C -2.51 -7.12 0.47
62 H 2.75 -4.36 3.65
63 C -2.38 2.71 -0.07
64 H 0.03 0.65 -3.43
65 C 1.87 -4.46 -1.23
66 C 4.01 -4.23 -2.33
67 C 2.10 3.80 -0.53
68 P 1.35 -0.23 1.17
69 H -0.54 0.81 -5.82
70 C -0.43 -1.82 -2.36
71 C 1.64 3.26 3.38
72 H -4.49 3.01 0.23
73 H 1.98 5.61 -3.23
74 C 2.77 -3.71 -1.99
75 C -0.80 1.28 -3.74
76 H 1.53 3.83 0.40
77 C 1.20 -0.86 3.97
78 C -0.63 2.49 3.45
79 H -1.12 -4.30 1.71
80 H -2.44 -0.59 3.30
81 C -1.45 3.65 -3.43
82 C -0.61 1.70 -5.20
83 H 2.28 5.94 -0.65
84 H -3.21 -7.90 0.73
85 H -2.72 -6.09 2.33
86 C -6.76 -2.56 3.70
87 C 3.12 -0.03 0.68
88 C -1.88 -7.14 -0.77
89 C -3.64 3.57 -0.15
90 H 1.24 3.28 -3.71
91 H -3.19 2.57 -4.04
92 C -1.77 2.60 -5.68
93 C 3.44 0.12 -0.67
94 H 2.63 2.66 -2.82
95 H -5.10 -1.71 0.03
96 H -4.42 -3.32 0.32
97 C 0.35 3.40 3.85
98 H -3.91 -1.65 5.26
99 H 2.95 -2.36 0.73
100 H 5.00 0.40 -2.11
101 H 0.78 0.12 4.09
102 C -5.90 -2.24 4.73
103 H -1.46 -3.72 -2.47
104 H 6.25 0.10 1.97
105 H -1.04 0.74 2.28
106 P -0.09 2.55 -1.37
107 C 2.31 -3.37 3.75
108 C 3.49 -6.25 -1.14
109 H 3.63 5.13 0.15
110 C -2.18 5.59 0.16
111 C -0.99 -6.13 -1.12
112 C -0.45 -3.32 -2.38
113 C -1.34 -5.10 1.02
114 C -2.68 -1.55 2.86
115 H 0.20 -3.69 -3.17
116 H -7.79 -2.81 3.90
117 C -4.58 -1.91 4.46
118 C -0.29 1.46 2.59
119 H -2.49 2.03 -6.27
120 C 3.68 5.05 -2.02
121 H 4.43 4.25 -2.01
122 C 1.34 -1.66 5.09
123 H 6.81 0.38 -0.43
124 C -2.48 3.26 -4.49
125 H -3.28 4.58 1.72
126 H -6.97 -2.83 1.58
127 C -0.96 4.68 0.23
128 H 4.70 -3.63 -2.92
129 H 3.38 -3.80 1.49
130 H -2.34 5.90 -0.87
131 H 2.41 3.97 3.69
132 C 1.60 -1.29 2.69
133 H -1.71 0.68 -3.67

Summary:
2S+1   4
Orbital gap (spin up / spin down)   6.60 / 7.84 eV
⟨S²⟩   3.767
HOMO level (spin up / spin down)   -6.1 / -7.3 eV

***

For the records above, the corresponding molecular weight values read 1019.33, 1271.81, 1100.63 g/mol.